Below is a cluster of 9 separate species, C45H68BrN4O27 in total in a non-equilibrium geometry, with properties calculated with the ωB97M-V functional and the def2-TZVPD basis.

XYZ file:
```
145
Properties=species:S:1:pos:R:3:lowdin_charge:R:1
C 3.20390 -1.02862 4.05736 -0.07
C 2.00939 -0.56692 3.21604 -0.25
C 1.53556 -1.61716 2.21821 -0.18
C 0.24695 -1.15192 1.56264 -0.11
O -0.88416 -2.06877 1.74625 0.03
C -1.55328 -1.87772 2.86506 -0.23
N -1.28019 -2.72331 3.84320 0.16
N -1.87089 -2.77381 5.03968 0.11
C -2.76172 -1.85683 5.23139 -0.63
Br -3.59366 -1.88297 6.90453 0.92
C -3.12243 -0.84370 4.29343 -0.17
N -4.07851 0.09123 4.74205 0.06
C -3.60517 1.28146 5.41204 -0.46
C -2.15774 1.64307 5.44154 0.03
O -4.41768 1.93919 5.98445 0.14
C -5.18389 0.29186 3.84211 -0.43
C -5.55328 1.68268 3.45284 0.03
O -5.74928 -0.66545 3.40026 0.12
C -2.53291 -0.86883 3.05104 -0.01
C -2.88744 0.04038 1.92071 -0.16
N -2.33757 1.39779 2.04656 0.07
H 2.96491 -1.09577 5.10857 0.06
H 3.53100 -2.00903 3.72756 0.08
H 4.03344 -0.35579 3.91064 0.07
H 2.29442 0.31397 2.66003 0.09
H 1.15017 -0.28398 3.83017 0.10
H 2.28821 -1.72741 1.45207 0.11
H 1.41564 -2.57438 2.72016 0.11
H 0.36793 -1.05568 0.49476 0.13
H -0.00471 -0.17038 1.94730 0.10
H -0.56269 -3.41916 3.67830 0.19
H -1.50356 1.01686 4.85332 0.06
H -2.09607 2.66478 5.09303 0.10
H -1.84368 1.63887 6.47889 0.10
H -4.64754 2.26897 3.32789 0.09
H -6.11842 2.16166 4.24058 0.10
H -6.07390 1.64616 2.50776 0.09
H -2.53060 -0.44142 1.01273 0.13
H -3.95953 0.10131 1.79630 0.11
H -2.47302 1.85743 1.15576 0.09
H -1.33676 1.35561 2.18929 0.06
C 2.06873 1.03847 9.15301 -0.02
C 3.51170 0.92391 8.73874 -0.32
C 4.11294 2.16051 8.10607 -0.08
O 5.13660 1.59913 7.26944 0.07
C 4.75474 0.34697 6.93875 -0.58
O 5.28902 -0.32674 6.11942 0.14
O 3.67847 -0.03300 7.66731 0.07
H 1.67356 0.06246 9.43109 0.09
H 1.97115 1.70967 10.00507 0.10
H 1.45938 1.41907 8.33179 0.08
H 4.12189 0.58358 9.57934 0.16
H 4.54617 2.85240 8.82254 0.14
H 3.40049 2.69114 7.47041 0.14
C 6.18770 -2.58842 8.36401 -0.01
C 7.51298 -2.72198 9.06504 -0.33
C 8.68280 -3.10050 8.18410 -0.09
O 9.54882 -3.77028 9.11001 0.06
C 8.77623 -4.29472 10.09424 -0.56
O 9.15399 -5.05488 10.91942 0.17
O 7.50655 -3.82241 9.99406 0.08
H 5.38149 -2.49578 9.09282 0.09
H 6.17123 -1.71476 7.71782 0.06
H 5.97227 -3.47127 7.76112 0.10
H 7.73686 -1.81393 9.63305 0.16
H 9.18893 -2.24817 7.73912 0.14
H 8.39991 -3.80734 7.40078 0.14
C -6.87222 -1.33067 0.48813 -0.02
C -7.08628 -0.16805 -0.43964 -0.32
C -6.69315 -0.36025 -1.88666 -0.08
O -6.36210 0.98305 -2.28406 0.07
C -5.95667 1.65226 -1.18152 -0.57
O -5.44764 2.72384 -1.17569 0.17
O -6.21552 0.92373 -0.06768 0.05
H -7.00800 -0.99173 1.51106 0.06
H -7.56684 -2.14546 0.28738 0.10
H -5.85173 -1.70963 0.40206 0.09
H -8.11629 0.19060 -0.36743 0.16
H -7.49102 -0.75745 -2.50759 0.14
H -5.79971 -0.97912 -1.99777 0.14
C -0.11760 2.33810 -2.10967 0.00
C 1.21614 2.36751 -1.41984 -0.31
C 2.36007 1.99997 -2.32420 -0.07
O 3.31233 1.43827 -1.39442 0.09
C 2.61730 0.94144 -0.36117 -0.54
O 3.04995 0.22370 0.48649 0.15
O 1.31458 1.33287 -0.41459 0.07
H -0.93984 2.44117 -1.40079 0.08
H -0.19262 3.13873 -2.84367 0.08
H -0.24609 1.37596 -2.60925 0.09
H 1.39860 3.32753 -0.92886 0.16
H 2.78296 2.84835 -2.85328 0.14
H 2.08123 1.22964 -3.04450 0.14
C 4.80857 -0.53954 -6.15228 -0.02
C 3.61207 0.21392 -6.67023 -0.32
C 3.86641 1.10778 -7.86486 -0.07
O 2.85163 2.11662 -7.70373 0.08
C 2.56696 2.20215 -6.39251 -0.56
O 1.89988 3.05342 -5.89019 0.14
O 3.14322 1.18818 -5.70989 0.07
H 4.57893 -1.01023 -5.19733 0.09
H 5.10347 -1.31265 -6.86047 0.09
H 5.65198 0.13269 -5.99167 0.09
H 2.78563 -0.47354 -6.86804 0.16
H 3.75166 0.60500 -8.82053 0.14
H 4.84312 1.59358 -7.82159 0.14
C -4.30655 0.28463 -6.18983 -0.01
C -2.97945 0.36103 -5.49562 -0.31
C -1.77936 -0.04650 -6.31339 -0.06
O -0.85755 -0.46757 -5.28849 0.06
C -1.58422 -0.89846 -4.24130 -0.60
O -1.12223 -1.47549 -3.30043 0.13
O -2.88178 -0.58579 -4.39044 0.08
H -5.10798 0.45009 -5.47465 0.09
H -4.35332 1.05706 -6.95700 0.09
H -4.48191 -0.68778 -6.65356 0.09
H -2.83960 1.36536 -5.08466 0.15
H -1.35573 0.76978 -6.89211 0.14
H -1.97409 -0.89342 -6.97315 0.13
C -0.01367 -5.42891 -6.31821 -0.02
C -1.17260 -4.70896 -6.95532 -0.33
C -1.88210 -5.45718 -8.06383 -0.09
O -2.40725 -4.38372 -8.85960 0.07
C -1.60270 -3.31185 -8.68291 -0.58
O -1.65230 -2.31523 -9.32438 0.16
O -0.73262 -3.53203 -7.66546 0.07
H 0.53816 -4.75514 -5.66412 0.09
H -0.36955 -6.27390 -5.72986 0.09
H 0.68008 -5.79346 -7.07642 0.09
H -1.88448 -4.38469 -6.19050 0.16
H -2.68704 -6.09729 -7.71360 0.14
H -1.19372 -6.03945 -8.67994 0.14
C -0.63136 6.31318 -4.81666 -0.01
C -1.08209 5.00863 -5.41932 -0.33
C -0.63733 4.75656 -6.84222 -0.08
O -1.67871 3.89367 -7.32479 0.06
C -2.80369 4.16356 -6.62012 -0.57
O -3.87749 3.73591 -6.89007 0.16
O -2.51823 4.96720 -5.56704 0.09
H -1.13454 6.48923 -3.86656 0.09
H 0.44495 6.29954 -4.64706 0.09
H -0.87455 7.14777 -5.47416 0.09
H -0.79583 4.17123 -4.77531 0.13
H 0.33003 4.26586 -6.91801 0.11
H -0.63681 5.66743 -7.44458 0.14
```

Values from the calculation:
LUMO energy = -4.49 eV
charge = +1
Kohn-Sham gap = 0.27290 Ha
energy = -6579.94218 a.u.
HOMO = -11.91 eV
spin multiplicity = 1